Record 1
The following is a DFT calculation (ωB97M-V/def2-TZVPD) of a 2-piece molecular cluster, C4H11INO overall in a non-equilibrium geometry.

The geometry in XYZ format:
```
18
C4H11INO (ωB97M-V/def2-TZVPD)
C -2.31323 -1.02902 -0.21960
H -1.26631 1.29407 -0.56593
H -2.11638 -0.71829 -1.25136
H -3.38692 -0.91614 -0.04474
I 2.50274 3.61426 1.45281
H -0.40787 1.40661 0.95052
C -0.71426 0.70530 0.17375
H 1.78240 1.58276 -0.21677
H 1.53908 -0.34812 1.43213
H 0.45474 -1.65398 0.95838
H -2.02926 -2.08134 -0.12927
N 1.45713 0.96915 -0.97367
H 0.15244 -0.60184 -1.27358
O -1.61244 -0.25937 0.71978
H 1.97406 -1.49275 0.06717
C 0.49598 0.00734 -0.42729
C 1.19496 -0.93613 0.58219
H 2.29315 0.45747 -1.23451
```

Results
* gap between HOMO and LUMO: 6.80 eV
* net charge: -1
* E_LUMO: 3.212 eV
* 2S+1: 1

Results of the Löwdin charge analysis, in e, for atoms 1 through 8: -0.137 0.122 0.082 0.079 -0.711 0.112 -0.192 -0.112

---

Record 2
The following is a DFT calculation (ωB97M-V/def2-TZVPD) of a 6-piece molecular cluster, C34H80N6O2 overall in a non-equilibrium geometry.

The geometry in XYZ format:
```
122
C34H80N6O2 (ωB97M-V/def2-TZVPD)
C 6.27518 -0.32835 -7.18483
H -4.10043 -0.58351 7.29190
H 3.86964 -3.45497 0.65514
H 1.20261 2.27019 -3.39626
H -7.28196 -1.27257 3.02121
H -5.59344 0.60401 3.28157
H 4.35437 -2.27489 -4.16107
H 7.01044 -0.48706 -9.20781
C -4.69942 0.61713 -0.88537
C 1.79535 -0.65256 5.79571
C -7.38297 1.29252 6.05681
C -6.63855 2.73269 0.68491
H -6.42630 0.77275 -2.14964
H -4.18710 3.46538 -0.60408
H -7.24150 4.02777 -0.90764
H -4.68573 1.56851 6.58286
H -5.07598 4.67681 -1.51627
H 0.81909 1.28836 7.79045
N 0.70722 0.37481 5.84260
H 4.47798 0.27294 0.26377
H 2.27804 -4.27528 2.34359
H 4.85086 -0.90939 -1.95015
H 1.80447 -1.07636 -2.34424
H 6.06858 -1.27279 -0.74070
H 0.45253 2.53476 6.36639
C -0.16876 -1.27346 -1.51958
C 2.83887 -3.35513 2.53190
H 0.40388 3.01841 -1.32639
H 6.63656 0.68851 -6.99012
H -7.79659 2.39273 -1.09127
H -6.02031 -1.61387 4.19149
H 6.91420 -2.48762 2.75799
C -4.95968 0.78599 5.86642
C 1.06136 1.59222 6.68858
C 1.04129 1.46096 -2.67540
C 0.13257 1.98528 -1.56677
C 5.01091 -1.39307 -0.98151
C -6.92081 2.98233 -0.79473
H 2.19225 -2.68085 3.10143
H -4.25888 -0.29510 -1.30092
H 2.20463 1.77574 6.53979
H -2.89277 4.34681 -2.50227
H -4.81179 -1.38629 5.90483
H -6.62929 1.66673 0.91834
C -5.50349 1.33619 -1.96556
C -0.68525 0.37970 -4.09614
N 0.60223 0.27408 -3.40799
H 4.50666 -2.16465 -6.63943
H -7.71720 0.31235 6.41548
H 4.44061 -3.86703 -4.92397
C -4.94465 -0.55348 6.59616
H 6.03028 -3.04063 -6.61102
H 3.69771 -3.62412 3.15385
H 0.56014 0.71400 4.86632
H -5.33070 0.30925 -0.05101
H 9.05516 -1.54505 -6.17634
C 4.11608 -0.74442 0.07227
H -0.73025 2.52055 -4.53585
N -5.83305 2.74283 -1.74318
O -0.74580 -0.95710 7.36203
C 5.00098 -2.94687 -4.73341
H 2.34642 -2.57841 0.62322
C -3.67106 3.59847 -2.67970
H -1.52114 0.43195 -3.38902
H 0.24490 1.40890 -0.64762
H -4.12986 3.81778 -3.64849
H -3.17342 2.62612 -2.74062
C 5.42275 -2.31699 -6.05585
N -6.20091 1.18387 5.20326
H 0.11235 -0.70199 -0.63325
C -4.69950 3.64735 -1.55557
H 2.03832 1.27936 -2.25556
H 8.22812 -0.85352 -7.99946
H -7.64645 -1.16046 4.73963
H -6.45304 1.83555 7.95829
H -7.26428 1.05817 3.41907
H -1.21390 -1.06096 -1.75702
C 2.94283 -1.31931 5.80141
C 0.76787 -0.99094 -2.69261
H 8.09242 -2.94872 -5.67989
H -0.10837 -2.33124 -1.24525
H -8.20721 1.70608 5.46253
H -6.90844 3.22175 6.94384
C 8.42998 -1.95312 -5.38134
H 6.89486 -1.95941 1.08572
H -1.74460 1.53213 -5.57974
H 4.79982 -2.45701 -1.11345
C 6.26930 -2.36461 1.88178
C -0.78417 1.56012 -5.05648
C 7.17059 -0.97349 -8.24069
H 0.65373 -1.80605 -3.42137
H 6.96005 -2.03707 -8.37574
H 4.05504 -1.66099 5.77010
C -0.58670 -0.24109 6.31045
H -3.87854 1.22441 -0.49557
H 5.93133 -3.36093 1.58636
C 7.27419 -1.01755 -5.03661
H -7.42991 3.18186 1.29285
H -5.69274 3.17161 1.01135
H 5.50126 -0.40344 2.29164
H -5.85244 -0.72632 7.18052
C -6.46747 0.50455 3.93647
H 4.78146 -1.65230 3.24299
H -4.14043 0.79723 5.13806
H -0.83756 -0.52698 -4.69431
N 6.10495 -1.03136 -5.91357
H 9.07514 -2.07859 -4.50574
N 3.94521 -1.44336 1.34606
H 3.11923 -0.60394 -0.36981
C 3.26220 -2.72942 1.20773
H 0.00781 1.52635 -5.81061
H 7.66097 0.00629 -4.96481
C 5.11391 -1.42736 2.22303
H 5.86066 -3.21693 -4.11333
H -0.92264 1.98563 -1.85128
C -6.87530 -0.96638 3.99027
H -4.95362 1.25706 -2.91016
C -7.20136 2.21503 7.25682
H -8.14416 2.29725 7.80603
O -1.72923 -0.00844 5.48594
H 5.27842 -0.18702 -7.62627
H 6.94230 -1.24589 -4.01749
```

Results
* gap between HOMO and LUMO: 7.12 eV
* E_LUMO: -0.346 eV
* 2S+1: 1
* SMILES: C#C[N@H+](C)C(=O)[O-].CCN(CC)CC.CCN(CC)CC.CCN(CC)CC.CCN(CC)CC.CCN(CC)CC

Results of the Löwdin charge analysis, in e, for atoms 1 through 8: -0.253 0.070 0.098 0.102 0.068 0.110 0.066 0.071

---

Record 3
The following is a DFT calculation (ωB97M-V/def2-TZVPD) of one molecule with the formula C3H3ClF2 in a non-equilibrium geometry.

The geometry in XYZ format:
```
9
C3H3ClF2 (ωB97M-V/def2-TZVPD)
F 0.96658 1.94085 -0.24937
H 1.52799 -0.05532 -0.48624
H 1.49543 0.83065 1.25049
C -1.03335 -0.82024 -0.41316
F -2.13768 -1.48773 -0.29225
C 1.05549 0.67841 0.17432
Cl -0.37207 -1.03468 -2.03388
H -0.97528 0.10940 1.49817
C -0.52709 -0.16136 0.55193
```

Results
* gap between HOMO and LUMO: 11.03 eV
* E_LUMO: 0.804 eV
* 2S+1: 1
* SMILES: FC/C=C(/F)Cl

Results of the Löwdin charge analysis, in e, for atoms 1 through 8: -0.033 0.065 0.127 -0.807 0.044 -0.177 0.692 0.096

---

Record 4
The following is a DFT calculation (ωB97M-V/def2-TZVPD) of a 7-piece molecular cluster, C38H35N7O6 overall in a non-equilibrium geometry.

The geometry in XYZ format:
```
86
C38H35N7O6 (ωB97M-V/def2-TZVPD)
H 5.35167 -4.72456 -0.20613
N 5.18799 -2.80152 -0.06662
C -6.26523 -1.52767 1.25015
C 0.93574 3.33344 2.48956
C 2.43013 -3.25802 5.61131
H 1.95223 0.02550 6.16542
C -0.80347 1.15648 -1.41693
C 2.04601 3.62245 4.66444
O -0.75565 -0.25960 3.12672
H -5.76008 5.61717 -1.55366
H 3.83852 2.55258 5.04550
H 1.02071 0.24643 -5.62622
C 2.49005 -3.00169 -0.32365
H 2.02021 2.12708 1.12407
H 1.05725 -4.50335 4.33596
H -1.62631 1.81017 0.46819
C 3.02971 2.17590 3.07482
C 0.95638 3.87189 3.75919
N 0.97690 -2.33902 -6.18071
C 3.01462 -1.73190 -0.03661
H 0.32916 0.20456 -2.97080
C -3.38112 3.65691 -3.10569
C 1.82974 -0.26306 -5.12393
C -3.01915 4.61965 -4.01974
H -0.32935 2.05931 -1.77259
O -0.35031 0.90416 4.89109
C -0.91322 -1.19802 -1.76171
H -0.63194 -2.12689 -2.23553
H -2.32925 4.49385 -4.84109
H 1.42634 -3.16356 -0.41712
N -3.68148 5.81813 -4.20529
H 5.07913 -2.01913 -3.87094
H -2.57353 -0.45713 1.02765
C -5.70905 -1.78951 -1.04299
N -0.24441 -0.13115 4.25161
H -4.54648 3.30714 -1.35733
N -8.03349 -1.61389 -0.49759
H 3.33489 -3.27206 -5.18749
C 2.74339 0.43456 -4.30408
H 2.40303 -0.84407 0.02760
H -4.90106 7.17404 -3.28682
H -8.44467 -1.38485 1.52519
H 3.47107 -1.78911 6.69962
C 4.21081 -1.47075 -4.20515
C 3.20979 -2.23901 -4.89845
H 3.17157 -4.03016 5.75443
H 0.16452 4.51349 4.11655
H -4.96577 -1.85824 -1.82351
H 5.04843 -0.87209 0.23974
O 4.92998 0.96456 3.34240
H -4.25500 -1.93640 0.61032
N 4.18488 1.41172 2.52267
C -0.38124 0.08445 -2.16626
C -7.64372 -1.51864 0.81317
C 4.39338 -1.71573 0.07982
C -7.07219 -1.76702 -1.41690
C 3.22644 -4.17351 -0.32474
O 4.33886 1.31820 1.34732
H 2.48033 1.41483 -3.93494
C 4.60059 -3.95266 -0.28636
C 1.98502 2.48953 2.14083
O 1.30621 -3.47809 -6.53794
C 2.63753 -1.98132 6.04033
C -5.26670 -1.75036 0.28132
C 0.52860 -2.50957 4.35631
H 2.94208 -5.21329 -0.39105
C 1.74686 -0.92475 5.69505
C 3.91980 -0.15187 -3.84821
C -4.96271 5.26695 -2.19237
H 2.04532 4.07133 5.64674
H -7.26828 -1.74555 -2.47874
C -4.59833 6.13733 -3.28554
H -2.91557 2.69100 -2.97643
O 0.03522 -1.78481 -6.68779
H -6.14488 -1.27012 2.29206
H 4.48941 0.25151 -3.02405
C 1.97700 -1.62417 -5.31619
C -1.48482 0.96807 -0.19305
H 0.07430 3.49260 1.85791
C 0.71194 -1.13894 4.75354
N -1.77421 -1.32686 -0.68968
C -4.35623 4.04864 -2.11914
C 3.05738 2.78430 4.33662
H -0.18833 -2.68140 3.56708
C 1.30913 -3.55283 4.78257
C -2.07303 -0.25201 0.09286
```

Results
* gap between HOMO and LUMO: 8.43 eV
* E_LUMO: -0.962 eV
* 2S+1: 1
* SMILES: O=[N+]([O-])c1ccccc1.O=[N+]([O-])c1ccccc1.O=[N+]([O-])c1ccccc1.c1ccncc1.c1ccncc1.c1ccncc1.c1ccncc1

Results of the Löwdin charge analysis, in e, for atoms 1 through 8: 0.099 0.048 -0.058 -0.074 -0.067 0.108 -0.100 -0.066

---

Record 5
The following is a DFT calculation (ωB97M-V/def2-TZVPD) of C27H39N2O5Zr as an isolated structure in a non-equilibrium geometry.

The geometry in XYZ format:
```
74
C27H39N2O5Zr (ωB97M-V/def2-TZVPD)
C 2.35557 -2.89220 4.01559
H -3.36230 -3.05210 -0.10010
H 0.88985 0.54174 1.19055
H -3.34783 -2.02963 -2.63708
C 0.58879 -3.96737 0.30270
H 3.15053 -2.35225 3.49282
H 1.27162 -2.59574 5.87110
O 0.14740 1.63962 -3.57666
C 0.12078 -2.23179 -5.59794
H 0.82360 -4.30562 -3.29733
C 3.40638 0.84342 -1.02399
H 2.15604 1.89735 -3.97362
H 0.54420 -1.46561 -6.27509
O 3.39573 -4.55821 2.12181
C 0.60311 3.17183 -4.99535
C -2.05536 -0.42591 -1.77930
H -1.66960 -3.08523 3.56091
C 1.14146 -3.27356 -5.17828
H -1.78340 1.35861 -5.21828
H -2.78969 2.65165 -4.50540
H 2.81096 -3.77755 4.47582
C 1.21696 1.85527 -4.52349
H 0.57080 -5.10788 4.02156
H 0.86144 -4.25947 -5.54577
H 2.11846 -3.03456 -5.57120
C 0.84838 -2.32580 2.01560
H 3.12941 -0.82694 0.52623
H 0.62171 2.69087 -0.39785
H -1.43574 -4.25050 4.88901
C 2.22090 -4.28531 1.97412
H 1.20065 -1.19917 4.74639
C -2.06537 -1.27602 0.38255
H -2.05260 -1.29657 1.47708
H 1.88106 -5.57217 0.34507
Zr -0.52630 -2.37406 -1.19683
C -2.76928 -1.67053 -1.79007
C -0.96414 3.54648 -2.77074
C 1.81826 -2.02031 5.12092
C 1.22085 -3.32306 -3.64892
C 2.76999 0.09014 0.02826
H -0.51727 -2.70875 4.87390
H -1.55965 2.90715 -2.08718
H 0.40840 3.10227 -6.06493
C -0.90290 -3.52785 4.23133
H 1.19125 1.04563 -5.27630
N 1.48474 -4.78696 0.84964
C 1.57398 0.78935 0.37190
H 1.10342 4.03705 -4.59782
C -1.80724 2.41932 -4.94045
C 1.43412 1.94012 -0.46286
N 0.58209 -2.66706 0.69062
C 0.18898 -4.26204 3.42483
H 2.23552 -3.06872 -3.27179
O 0.21272 -2.25291 -3.12475
C -2.78104 -2.20012 -0.45415
H -2.03398 0.30555 -2.59781
C -1.61185 -0.19207 -0.44137
C 2.55801 1.95812 -1.35059
H -1.50753 4.49158 -2.92736
H -1.26097 0.77652 -0.09042
O -0.17857 -4.28013 -0.71702
H -0.57171 -0.61226 -4.19256
H -1.74735 2.99533 -5.87724
H 2.79816 2.75408 -2.06483
H -0.32014 -4.70898 2.55668
H 4.42524 0.64616 -1.40731
O 0.57482 -1.20646 2.42893
H -0.67863 -2.76823 -6.12260
C -0.61307 2.78221 -4.05620
H 2.69186 -1.60007 5.62701
H -0.06562 3.73062 -2.16364
H -1.55700 -2.17578 -4.29155
C -0.56430 -1.69992 -4.33053
C 1.40292 -3.42298 2.89834
```

Results
* gap between HOMO and LUMO (alpha / beta): 4.09 / 4.09 eV
* net charge: +1
* E_LUMO (alpha / beta): -4.308 / -4.306 eV
* 2S+1: 1

Results of the Löwdin charge analysis, in e, for atoms 1 through 8: -0.155 0.128 0.058 0.122 -0.500 0.130 0.075 -0.155

---

Record 6
The following is a DFT calculation (ωB97M-V/def2-TZVPD) of C22H30Cl5OP2PtS as an isolated structure in a non-equilibrium geometry.

The geometry in XYZ format:
```
62
C22H30Cl5OP2PtS (ωB97M-V/def2-TZVPD)
C 1.72145 -2.60926 0.02455
H 2.96595 0.20294 1.56885
H -2.42295 4.06544 -1.49515
H 0.22935 2.32854 0.22345
H 1.43655 -1.21686 -2.66455
C 0.08415 -0.59316 5.07595
C 0.52155 -4.66456 0.44575
H 3.85905 -2.81396 -0.07335
H 1.84685 3.29584 -1.48235
C -2.43635 3.18594 -2.13675
H -3.36205 -2.87316 0.55435
H -2.35585 -2.19796 -2.14055
H 4.01615 -0.79236 0.54885
C 2.91665 -3.31616 0.08655
H -1.59385 -3.79826 -2.03715
H 1.30305 5.12274 0.90785
C 0.50975 -3.30116 0.17025
Cl 1.02805 -1.49936 6.16735
C -1.51765 0.79494 3.27035
C -0.94155 0.25204 5.55645
C -2.53335 3.58484 -3.59915
O -1.12765 0.92414 -1.30355
Cl -2.99285 1.98654 5.20225
Pt -0.47185 -0.18866 0.65165
H -0.78005 3.78904 0.00905
H 3.50965 0.81004 -0.00655
H 2.82025 4.96944 0.03205
H 2.21775 3.61444 0.98445
H 3.85435 -5.20966 0.38615
Cl 1.54875 -1.69966 3.11155
P -1.08595 -2.46216 -0.09975
H 1.72205 -6.41376 0.70495
C 3.19555 -0.07576 0.54395
C -0.04475 3.14374 -0.47015
H -3.37175 4.27784 -3.72855
H -2.24195 -3.37726 1.83455
C 0.30145 -0.68756 3.68585
C 1.18085 3.92914 -0.89495
C 1.72175 -5.35126 0.51985
C -1.44545 -2.72956 -1.86685
H -2.58845 2.70954 -5.56435
H -2.04765 1.59644 -4.29705
C 2.91725 -4.67976 0.33185
H 3.14645 -1.08286 -2.21305
C 2.14965 -0.66546 -2.05625
Cl -2.49515 1.56494 2.09865
P 1.74275 -0.80586 -0.28265
Cl -1.20185 0.41364 7.22635
C 1.92375 4.43834 0.33805
H -3.74785 2.00694 -4.46245
H 0.89185 4.77734 -1.51585
C -2.41075 -3.36556 0.75925
H 2.14935 0.37874 -2.36495
C -0.50275 -0.01756 2.76195
H -0.40365 -5.19806 0.60185
C -2.73635 2.40764 -4.53245
H -1.63505 4.14414 -3.87945
H -0.62655 -2.38696 -2.49545
C -1.75425 0.96284 4.64285
H -2.47935 -4.38916 0.38335
S -0.83345 2.26824 -1.90795
H -3.24275 2.51654 -1.84005
```

Results
* gap between HOMO and LUMO (alpha / beta): 4.60 / 4.60 eV
* net charge: +3
* E_LUMO (alpha / beta): -12.539 / -12.539 eV
* 2S+1: 1

Results of the Löwdin charge analysis, in e, for atoms 1 through 8: -0.425 0.037 0.098 0.045 0.056 -0.683 -0.042 0.116